1.
29
Properties=species:S:1:pos:R:3:lowdin_charge:R:1 method="wB97M-V/def2-TZVPD" e_tot_ev=-20785.2066 e_above_lowest_kj_mol=126.5 orbital_gap_ev=9.779 homo_ha=-0.251 lumo_ev=2.95 max_force_ev_per_a=2.09 charge=-1
O 1.28748 -3.55479 -1.34492 -0.110
H 0.77525 -3.09487 -0.65480 -0.012
H 1.82420 -2.83257 -1.71626 0.013
O -2.99845 2.37707 -1.29305 -0.121
H -2.38954 1.63034 -1.09633 -0.040
H -2.38158 3.15534 -1.28929 0.051
O 3.88010 2.25633 0.45785 -0.100
H 3.45088 1.41350 0.80977 0.067
H 3.10872 2.81480 0.35107 0.010
O -0.41895 -1.52659 -0.21761 -0.358
H -0.26572 -0.43289 1.73756 0.031
H -1.17775 -2.08355 -0.04035 0.006
O 0.31887 -1.03208 2.21570 -0.062
H 0.24449 0.48451 -0.42284 -0.029
H 0.71073 -1.59007 1.53446 0.047
O -2.88624 0.76464 1.07907 -0.060
H -3.49626 0.64465 0.34197 0.027
H -2.18440 0.22026 0.70848 -0.010
O -1.45428 0.27207 -1.55010 -0.191
H -1.21504 -0.67402 -1.04565 0.017
H -1.70621 0.03272 -2.44755 0.051
O 0.47828 1.35007 -0.05821 -0.070
H -0.19368 1.84046 -0.58797 0.039
H 1.31536 -0.41355 3.31162 0.003
O 1.98095 0.24453 3.74374 -0.145
H 1.29082 0.86577 3.99770 0.006
O 1.03917 -0.94939 -2.34206 -0.095
H 0.23985 -1.22883 -2.80556 0.036
H 0.82294 -0.95384 -1.37644 -0.002


2.
10
Properties=species:S:1:pos:R:3:lowdin_charge:R:1 method="wB97M-V/def2-TZVPD" e_tot_ev=-50262.6335 multiplicity=6 e_above_lowest_kj_mol=145.8 orbital_gap_ev="5.859 / 5.873" homo_ha="-0.144 / -0.139" lumo_ev="1.93 / 2.08" max_force_ev_per_a=6.34 charge=-1
S 0.89779 -0.43524 -1.15602 0.736
O 1.61102 -1.76513 -1.00244 -0.559
O -0.60755 -0.57404 -1.49854 -0.896
C 0.77028 0.22904 0.62336 -0.596
F 0.95769 1.42386 1.29637 -0.037
F -1.00569 2.42053 0.33424 -0.359
Dy -2.49073 -2.30603 -1.68559 0.968
O -0.67699 -0.17096 1.13838 -0.404
H -1.47172 1.42467 0.86145 0.222
F 2.01590 -0.24670 1.08879 -0.076


3.
28
Properties=species:S:1:pos:R:3:lowdin_charge:R:1 method="wB97M-V/def2-TZVPD" e_tot_ev=-16662.0696 e_above_lowest_kj_mol=81.3 smiles=Cc1ccc(O)cc1.Cc1c[nH]cn1 orbital_gap_ev=8.925 homo_ha=-0.306 lumo_ev=0.60 max_force_ev_per_a=0.49 charge=0
C 1.22145 1.89824 -3.66320 -0.057
C 0.94313 1.87641 -2.18292 -0.284
C 1.79829 2.52848 -1.29445 -0.048
C 1.57598 2.49153 0.07065 -0.027
C 0.47957 1.79953 0.57496 -0.336
O 0.22990 1.71069 1.92544 0.021
C -0.38591 1.15829 -0.28527 -0.027
C -0.14332 1.19559 -1.65407 -0.032
H 0.38336 1.50016 -4.22638 0.070
H 2.07890 1.26697 -3.91168 0.081
H 1.44386 2.90802 -4.02763 0.080
H 2.65803 3.07275 -1.67082 0.114
H 2.25441 2.99635 0.75662 0.113
H 0.87947 2.24068 2.41112 0.108
H -1.23624 0.60017 0.09194 0.112
H -0.82756 0.67382 -2.30952 0.113
C -1.87258 -4.14118 0.09586 -0.053
C -1.26463 -2.96903 0.78942 -0.370
C -1.83579 -2.12861 1.70475 -0.075
N -0.85291 -1.23419 2.04830 0.044
C 0.24969 -1.56709 1.33327 -0.226
N 0.04532 -2.60465 0.56890 0.099
H -2.88814 -4.28831 0.45361 0.068
H -1.30552 -5.04531 0.34369 0.076
H -1.86991 -4.02670 -0.98552 0.072
H -2.82899 -2.13879 2.11898 0.110
H -0.92823 -0.45452 2.67915 0.135
H 1.16808 -1.00907 1.38540 0.118


4.
14
Properties=species:S:1:pos:R:3:lowdin_charge:R:1 method="wB97M-V/def2-TZVPD" e_tot_ev=-19511.2682 e_above_lowest_kj_mol=652.2 orbital_gap_ev=10.768 homo_ha=-0.375 lumo_ev=0.57 max_force_ev_per_a=6.25 charge=0
C -1.11460 0.19725 1.33984 -0.195
C -0.91182 0.34548 -0.15028 -0.616
C -2.04360 -0.59259 -0.67703 -0.148
C 0.57190 0.44927 -0.67154 -0.681
H -0.65758 -0.70117 1.77948 0.046
H -2.10394 0.79162 1.49065 0.111
H -0.15818 0.96996 1.70837 0.138
H -1.48372 1.24622 -0.24861 0.089
H -2.89605 -0.62656 0.38263 0.139
H -2.90517 0.10304 -1.85795 0.159
H -1.36788 -1.72549 -1.28227 0.156
H 0.55859 0.51318 -1.87566 0.172
F 1.10362 1.54227 -0.13683 -0.024
Cl 1.29824 -0.99104 0.12288 0.655


5.
8
Properties=species:S:1:pos:R:3:lowdin_charge:R:1 method="wB97M-V/def2-TZVPD" e_tot_ev=-8608.2194 multiplicity=3 e_above_lowest_kj_mol=435.9 orbital_gap_ev="8.159 / 7.575" homo_ha="-0.504 / -0.636" lumo_ev="-5.55 / -9.73" max_force_ev_per_a=4.26 charge=+1
C -1.02262 0.57642 0.04889 -0.241
C 0.75223 0.65638 -1.18393 -0.066
N -1.95144 1.17899 0.30561 0.282
N 0.17839 -0.02838 -0.21155 0.014
N 0.35079 -0.95125 1.02887 0.346
O 1.16211 1.40112 -1.91877 0.383
H -0.60377 -1.27315 1.08730 0.136
H 1.13430 -1.56013 0.84357 0.146


6.
14
Properties=species:S:1:pos:R:3:lowdin_charge:R:1 method="wB97M-V/def2-TZVPD" e_tot_ev=-8814.4042 e_above_lowest_kj_mol=116.1 smiles="C=N.O.O.O" orbital_gap_ev=10.926 homo_ha=-0.381 lumo_ev=0.56 max_force_ev_per_a=4.22 charge=0
C 0.72288 0.01294 -3.08568 -0.106
N -0.36236 0.50357 -2.51769 0.003
H 1.27470 -0.54679 -2.32477 0.038
H 1.05848 0.22064 -4.10757 0.060
H -0.96528 1.05628 -3.13609 0.024
O 2.11774 0.34910 0.23025 -0.051
H 2.78708 -0.15436 -0.24578 0.041
H 2.42307 1.25293 0.35297 0.046
O -1.84645 0.42538 3.55529 -0.045
H -1.47807 -0.11027 2.84809 -0.002
H -2.74008 0.12923 3.50665 0.016
O -0.64535 -1.28565 0.93108 -0.042
H -1.27901 -0.65340 0.62789 0.019
H 0.11085 -0.70762 0.88358 -0.002